DFT (wB97M-V/def2-TZVPD) results for 2 unconnected molecules or ions with the total composition CH4N3O2.

Calculated values
Frontier orbital gap (alpha / beta)   0.289 / 0.317 hartree
E_HOMO (alpha / beta)   -3.5 / -4.3 eV
ΔE to the lowest compared entry with this formula, charge and spin   574.94 kJ/mol
Net charge   -1
Spin multiplicity   1

Positions of all 10 atoms, in Å:
C -0.564 -0.373 0.055
N 1.170 0.656 -2.209
N -0.334 0.926 -0.569
N 2.197 1.233 -1.884
O 2.485 1.797 -0.883
O 2.956 1.102 -2.891
H -1.078 -0.848 -0.859
H 0.438 -0.855 0.481
H -1.310 -0.336 0.992
H 0.203 1.520 0.028

Atomic partial charges in e from the Mulliken method, atoms 1 to 2:
1. C -0.4529
2. N -0.5483

=====

DFT (wB97M-V/def2-TZVPD) results for a molecular structure, H2N4O4PS.

Calculated values
Frontier orbital gap (alpha / beta)   0.268 / 0.267 hartree
E_HOMO (alpha / beta)   -4.8 / -4.8 eV
ΔE to the lowest compared entry with this formula, charge and spin   272.50 kJ/mol
Net charge   -1
Spin multiplicity   1

Positions of all 12 atoms, in Å:
N 0.198 -0.769 0.250
N 1.221 -0.068 -0.200
N -1.345 0.444 -0.359
N -0.165 -1.974 -0.095
O -1.390 -2.146 -0.034
O 2.618 2.203 -0.088
O 0.710 -2.856 -0.192
O 0.696 1.758 1.603
P 1.493 1.426 0.409
S -0.835 1.766 -1.137
H -1.516 0.580 0.726
H -1.685 -0.365 -0.883

Atomic partial charges in e from the Mulliken method, atoms 1 to 2:
1. N 0.1085
2. N -0.3232

=====

DFT (wB97M-V/def2-TZVPD) results for 10 unconnected molecules or ions with the total composition C40H80O10.

Calculated values
Frontier orbital gap   0.358 hartree
E_HOMO   -9.3 eV
ΔE to the lowest compared entry with this formula, charge and spin   295.54 kJ/mol
Structure (SMILES)   C1CCOC1.C1CCOC1.C1CCOC1.C1CCOC1.C1CCOC1.C1CCOC1.C1CCOC1.C1CCOC1.C1CCOC1.C1CCOC1
Spin multiplicity   1

Positions of all 130 atoms, in Å:
C 1.661 -2.551 2.925
C 2.838 -2.443 1.962
C 3.737 -3.558 2.331
O 3.178 -4.083 3.522
C 2.315 -3.144 4.159
H 0.946 -3.175 2.388
H 1.061 -1.675 3.172
H 3.325 -1.479 2.113
H 2.546 -2.550 0.917
H 4.795 -3.330 2.461
H 3.777 -4.312 1.545
H 2.791 -2.399 4.796
H 1.613 -3.579 4.871
C -2.343 -4.251 3.149
C -1.388 -4.840 4.154
C -2.359 -5.591 5.028
O -3.505 -5.907 4.178
C -3.304 -5.385 2.855
H -1.885 -4.018 2.188
H -2.800 -3.404 3.661
H -0.869 -4.060 4.712
H -0.689 -5.516 3.660
H -2.691 -4.934 5.832
H -1.908 -6.475 5.479
H -4.225 -5.113 2.339
H -2.890 -6.082 2.127
C -0.470 1.384 -4.766
C -0.690 2.169 -3.459
C -1.852 1.519 -2.843
O -2.109 0.318 -3.573
C -0.973 -0.031 -4.393
H 0.562 1.362 -5.116
H -0.980 1.779 -5.645
H -0.849 3.242 -3.568
H 0.231 2.083 -2.883
H -2.737 2.153 -2.880
H -1.575 1.147 -1.856
H -1.312 -0.645 -5.227
H -0.296 -0.557 -3.720
C -2.784 -4.103 -2.654
C -3.930 -3.121 -2.590
C -3.981 -2.766 -1.121
O -3.629 -4.010 -0.553
C -2.549 -4.575 -1.231
H -1.834 -3.648 -2.933
H -2.969 -4.986 -3.266
H -4.854 -3.590 -2.929
H -3.893 -2.267 -3.266
H -4.968 -2.454 -0.776
H -3.288 -1.975 -0.832
H -2.611 -5.649 -1.058
H -1.576 -4.311 -0.816
C -2.208 4.319 -0.123
C -1.939 5.457 -1.114
C -0.963 6.327 -0.230
O -0.447 5.442 0.776
C -0.814 4.129 0.518
H -2.508 3.424 -0.668
H -2.978 4.584 0.602
H -2.838 6.033 -1.334
H -1.471 5.274 -2.081
H -1.514 7.141 0.243
H -0.141 6.598 -0.892
H -0.915 3.506 1.407
H -0.111 3.541 -0.071
C 2.633 3.171 -2.498
C 3.923 3.573 -1.797
C 4.896 3.761 -2.901
O 4.048 4.122 -4.021
C 2.846 3.461 -3.979
H 1.847 3.749 -2.013
H 2.372 2.118 -2.393
H 4.254 2.882 -1.021
H 3.775 4.523 -1.284
H 5.324 2.821 -3.248
H 5.729 4.425 -2.668
H 2.892 2.602 -4.648
H 2.127 4.143 -4.433
C 2.473 1.618 4.403
C 2.022 3.056 4.106
C 2.584 3.364 2.700
O 3.357 2.216 2.406
C 3.717 1.515 3.594
H 1.720 0.973 3.952
H 2.673 1.311 5.430
H 2.406 3.708 4.890
H 0.937 3.058 4.214
H 3.145 4.299 2.692
H 1.673 3.384 2.102
H 4.610 2.027 3.952
H 4.021 0.485 3.406
C -5.292 0.029 2.682
C -4.695 1.416 2.494
C -4.900 1.541 0.967
O -4.491 0.214 0.466
C -5.028 -0.738 1.362
H -6.354 0.116 2.911
H -4.783 -0.455 3.515
H -3.620 1.442 2.674
H -5.220 2.146 3.110
H -4.239 2.256 0.477
H -5.939 1.759 0.718
H -4.265 -1.508 1.483
H -5.873 -1.198 0.851
C 4.102 -0.628 -2.598
C 4.970 0.051 -3.706
C 4.597 -0.762 -4.937
O 3.392 -1.455 -4.593
C 2.809 -1.030 -3.333
H 3.878 0.074 -1.795
H 4.552 -1.557 -2.247
H 6.034 0.066 -3.471
H 4.610 1.054 -3.935
H 5.444 -1.406 -5.175
H 4.401 -0.058 -5.745
H 2.183 -1.775 -2.841
H 2.110 -0.229 -3.572
C -0.755 -1.004 0.706
C 0.020 0.226 1.121
C 1.044 0.377 0.043
O 0.441 -0.225 -1.049
C -0.261 -1.452 -0.638
H -1.825 -0.795 0.691
H -0.753 -1.872 1.366
H 0.513 0.103 2.085
H -0.504 1.181 1.072
H 2.015 -0.027 0.330
H 1.294 1.429 -0.099
H 0.404 -2.309 -0.533
H -0.983 -1.748 -1.399

Atomic partial charges in e from the Mulliken method, atoms 1 to 2:
1. C 0.3093
2. C 0.2024

=====

DFT (wB97M-V/def2-TZVPD) results for 2 unconnected molecules or ions with the total composition CH4NO.

Calculated values
Frontier orbital gap (alpha / beta)   0.329 / 0.329 hartree
E_HOMO (alpha / beta)   -16.3 / -16.3 eV
ΔE to the lowest compared entry with this formula, charge and spin   690.21 kJ/mol
Net charge   +1
Spin multiplicity   1

Positions of all 7 atoms, in Å:
C -1.177 -0.017 0.135
N 1.067 0.243 0.229
O -0.148 0.601 -0.047
H -2.053 0.577 -0.036
H -1.306 -0.990 0.206
H 1.843 -1.274 -0.344
H 1.775 0.860 -0.144

Atomic partial charges in e from the Mulliken method, atoms 1 to 2:
1. C 0.0337
2. N -0.5404

=====

DFT (wB97M-V/def2-TZVPD) results for a molecular structure, C23H51BGeN4O2S6SbZn.

Calculated values
Frontier orbital gap   0.252 hartree
E_HOMO   -4.7 eV
ΔE to the lowest compared entry with this formula, charge and spin   98.02 kJ/mol
Net charge   -1
Spin multiplicity   1

Positions of all 90 atoms, in Å:
Zn -0.364 0.938 -0.877
S -0.488 -4.329 0.480
Sb -1.100 -2.436 -0.610
S -0.913 -0.533 0.815
S 0.721 -1.949 -2.264
S -2.998 -2.434 -1.855
C 2.149 -1.435 3.496
N 3.189 -0.614 2.916
C 4.553 -1.103 2.799
C 5.291 0.077 2.155
N 4.338 1.165 2.356
C 3.081 0.702 2.649
S 1.707 1.625 2.703
H 2.028 -2.360 2.930
H 1.212 -0.886 3.458
H 2.389 -1.680 4.536
H 4.581 -2.002 2.182
H 4.960 -1.351 3.785
H 5.488 -0.105 1.097
H 6.236 0.285 2.652
H 4.405 2.030 1.852
C -3.822 4.919 -3.166
C -2.542 4.091 -3.078
N -2.070 3.917 -1.714
C -2.547 3.026 -0.806
S -2.191 3.264 0.824
N -3.212 1.966 -1.275
C -3.982 1.035 -0.448
C -5.432 1.489 -0.301
H -4.123 5.053 -4.209
H -3.674 5.904 -2.719
H -4.635 4.423 -2.631
H -1.741 4.574 -3.637
H -2.694 3.114 -3.528
H -1.616 4.696 -1.273
H -3.308 1.855 -2.273
H -3.503 0.976 0.520
H -3.920 0.055 -0.918
H -5.475 2.459 0.200
H -5.992 0.764 0.295
H -5.917 1.575 -1.278
C 6.171 -2.375 -4.332
C 4.861 -2.004 -3.644
C 5.070 -1.174 -2.380
C 3.748 -0.705 -1.762
Ge 2.552 -2.113 -1.044
C 3.112 -3.997 -1.154
C 4.548 -4.362 -0.770
C 4.829 -5.866 -0.858
C 4.691 -6.423 -2.275
H 5.995 -2.950 -5.245
H 6.803 -2.979 -3.672
H 6.735 -1.478 -4.602
H 4.307 -2.914 -3.390
H 4.229 -1.433 -4.333
H 5.691 -0.304 -2.629
H 5.637 -1.770 -1.653
H 3.157 -0.159 -2.504
H 3.932 -0.008 -0.938
H 2.203 -1.706 0.385
H 2.898 -4.293 -2.184
H 2.393 -4.528 -0.526
H 4.749 -4.037 0.256
H 5.264 -3.840 -1.419
H 4.142 -6.396 -0.193
H 5.844 -6.055 -0.497
H 3.651 -6.416 -2.603
H 5.050 -7.453 -2.324
H 5.276 -5.827 -2.984
C -1.237 -0.317 -5.497
C -1.054 1.122 -5.026
C -2.052 1.988 -5.786
O -1.393 1.173 -3.619
B -0.256 1.408 -2.856
O 0.812 1.736 -3.665
C 0.434 1.651 -5.057
C 0.579 3.052 -5.639
C 1.413 0.715 -5.751
H -2.203 -0.675 -5.139
H -0.485 -0.983 -5.083
H -1.209 -0.378 -6.589
H -3.056 1.607 -5.583
H -1.868 1.916 -6.860
H -2.013 3.038 -5.495
H -0.011 3.775 -5.077
H 0.271 3.070 -6.687
H 1.625 3.352 -5.579
H 1.513 -0.216 -5.193
H 2.394 1.193 -5.797
H 1.086 0.487 -6.770

Atomic partial charges in e from the Mulliken method, atoms 1 to 2:
1. Zn -0.1863
2. S -0.6384

=====

DFT (wB97M-V/def2-TZVPD) results for a molecular structure, C2H7NO3.

Calculated values
Frontier orbital gap   0.341 hartree
E_HOMO   -9.3 eV
ΔE to the lowest compared entry with this formula, charge and spin   214.19 kJ/mol
Spin multiplicity   1

Positions of all 13 atoms, in Å:
H 0.029 -0.856 -0.868
O 0.422 -1.556 -1.840
O -0.755 -0.894 -0.054
H 0.699 -2.458 -1.679
H 0.282 -1.207 -2.699
C -0.689 0.248 0.689
O -1.660 0.464 1.409
C 0.669 0.879 0.928
H 0.396 1.801 1.457
H 1.239 0.155 1.533
N 1.359 1.344 -0.378
H 2.238 1.861 -0.116
H 1.669 0.421 -0.810

Atomic partial charges in e from the Mulliken method, atoms 1 to 2:
1. H 0.3234
2. O -0.4868